Entry i
Density functional theory data (ωB97M-V/def2-TZVPD) for C6H12 in the gas phase.

- SMILES = C=CC(C)(C)C
- charge = 0
- gap between HOMO and LUMO (eV) = 10.66
- HOMO energy (hartree) = -0.356
- molecular weight (g mol⁻¹) = 84.162

Each line ends with the Löwdin charge.
Atoms and positions in Å:
H1 0.3086 -1.6432 -1.8146  0.1126
H2 1.8506 1.1754 0.1099  0.1185
H3 -0.7858 0.8952 3.0802  0.0927
C1 -0.1632 0.9041 2.1036  0.0228
H4 -1.2413 -0.7280 1.3204  0.0963
C2 -0.4440 -0.0312 1.2308  -0.1621
H5 -1.3542 -1.5991 -0.7634  0.0788
H6 0.4905 1.6829 1.9985  0.0235
C3 1.5381 0.1270 -0.2514  -0.0605
H7 -1.7900 0.6412 -0.9150  0.0897
C4 -0.2434 -1.5389 -0.7801  -0.0557
H8 -0.6678 0.4807 -2.0595  0.0503
C5 0.0577 -0.0607 -0.1663  -0.6337
H9 0.2072 -2.3277 -0.1243  0.0828
C6 -0.7313 0.8337 -1.0969  -0.0544
H10 -0.6197 1.8740 -0.9810  0.0763
H11 1.9651 -0.5914 0.3771  0.0674
H12 1.6229 -0.0941 -1.2678  0.0548

Entry ii
Density functional theory data (ωB97M-V/def2-TZVPD) for 2 unconnected molecules or ions with the total composition C6H12.

- charge = 0
- gap between HOMO and LUMO (spin up / spin down) (eV) = 8.66 / 8.79
- HOMO energy (spin up / spin down) (hartree) = -0.345 / -0.350
- molecular weight (g mol⁻¹) = 84.162

Each line ends with the Löwdin charge.
Atoms and positions in Å:
H1 -1.2894 0.7116 -1.9520  0.0678
C1 0.1241 1.3754 -0.5287  -0.2135
C2 1.5303 -1.5762 -1.4381  0.1600
H2 -1.7643 1.1311 0.4478  0.1114
H3 -0.3222 -1.3961 -0.2609  0.0105
C3 -0.3046 -0.0779 1.4910  -0.2619
C4 -0.2838 1.0833 -1.7617  -0.0188
H4 -1.8042 -1.4295 0.6874  0.0803
H5 1.8267 -2.0270 -0.4614  -0.0638
H6 0.7807 -0.0719 1.6648  0.1044
H7 0.3613 1.2053 -2.6278  0.0575
H8 2.0646 -0.6011 -1.4058  -0.0737
H9 1.1413 1.7448 -0.3784  0.1023
C5 -0.7009 1.1905 0.7155  -0.2281
H10 -0.3559 -2.2510 1.2931  0.0755
H11 -0.7762 -0.0533 2.4814  0.1031
C6 -0.7127 -1.3587 0.7682  -0.1203
H12 -0.5846 2.0656 1.3677  0.1074

Entry iii
Density functional theory data (ωB97M-V/def2-TZVPD) for C6H12 in the gas phase.

- charge = 0
- gap between HOMO and LUMO (eV) = 8.82
- HOMO energy (hartree) = -0.290
- molecular weight (g mol⁻¹) = 84.162

Each line ends with the Löwdin charge.
Atoms and positions in Å:
C1 1.2051 1.1458 0.3452  -0.0820
H1 -2.7727 0.5261 -0.0911  0.0720
C2 0.5175 0.4659 -0.8427  -0.4266
H2 1.2197 2.2306 0.1855  0.0798
H3 2.2473 0.8190 0.4387  0.0800
H4 -0.5531 -1.2480 1.2852  0.0643
C3 0.3050 -1.0937 -0.7213  -0.2224
H5 -1.9097 2.0438 -0.0636  0.1006
H6 1.1941 -1.5271 1.2289  0.0734
C4 0.2560 -1.6771 0.6856  -0.1042
H7 0.7109 0.9602 1.3029  0.0617
H8 -0.6325 -1.3555 -1.2429  0.1021
H9 -1.3934 0.7533 1.0443  0.0571
H10 0.0728 -2.7551 0.6218  0.0756
C5 -1.7710 0.9511 0.0289  -0.1622
H11 1.1325 0.6387 -1.7340  0.1154
H12 1.0831 -1.5833 -1.3129  0.1156
C6 -0.9117 0.7053 -1.1586  0.0000

Verdict on stability: entry ii comes out at the bottom.